No. 1
Formula: C27H27BrN8O3S3Zr
Source: the Open Molecules 2025 dataset
Level of theory: ωB97M-V/def2-TZVPD

Element x y z (Å)
1 Zr -0.54940 -0.52019 -0.45633
2 C -0.77114 -4.37721 -2.66598
3 C -0.19369 -3.01017 -2.43474
4 O -0.59469 -2.44087 -1.35987
5 C 0.69216 -2.47022 -3.33005
6 C 1.30905 -1.18897 -3.20163
7 C 2.32880 -0.81609 -4.24605
8 N 1.02500 -0.35917 -2.24434
9 N 1.78169 0.82132 -2.28295
10 C 1.33842 1.63903 -1.39190
11 O 0.35399 1.39597 -0.58748
12 C 2.01131 2.95956 -1.22264
13 C 3.09531 3.33464 -2.01390
14 C 3.69255 4.57333 -1.84019
15 C 3.21196 5.45380 -0.87599
16 C 2.13162 5.08370 -0.08726
17 C 1.53289 3.84136 -0.25786
18 H -0.57863 -5.01379 -1.79960
19 H -1.85427 -4.27682 -2.77141
20 H -0.36370 -4.84844 -3.55948
21 H 0.95884 -3.06212 -4.19388
22 H 2.43905 -1.62265 -4.96982
23 H 2.02204 0.09732 -4.75757
24 H 3.29136 -0.60329 -3.77993
25 H 3.45033 2.63612 -2.76098
26 H 4.53550 4.85664 -2.46005
27 H 3.67931 6.42271 -0.74194
28 H 1.75138 5.76331 0.66676
29 H 0.68785 3.53023 0.34367
30 N 0.83510 -0.48620 3.71119
31 C 0.86628 -0.31677 2.37511
32 O -0.06430 0.25253 1.79168
33 C 1.99282 -0.85883 1.55024
34 C 1.29427 -1.62524 0.43115
35 H -0.10948 -0.55050 4.11249
36 H 1.49961 -1.14778 4.07746
37 H 2.69466 -1.43562 2.16399
38 H 2.53271 0.00074 1.14079
39 H 0.84661 -2.53964 0.85117
40 H 1.98468 -1.93235 -0.35135
41 S -2.12531 -1.70166 4.49334
42 C -1.68201 -2.98013 3.40172
43 C -1.20146 -4.18837 3.94446
44 C -0.82266 -5.27424 3.16993
45 C -0.33990 -6.45962 3.81496
46 N 0.03881 -7.40355 4.35539
47 C -0.92000 -5.18783 1.77077
48 C -1.40693 -4.01329 1.20947
49 C -1.79400 -2.91369 1.97897
50 S -2.43965 -1.52067 1.12387
51 C -0.53601 -6.27261 0.92105
52 N -0.22219 -7.13438 0.22324
53 H -1.12375 -4.25886 5.02033
54 H -1.48069 -3.92587 0.13304
55 C -3.31615 5.72569 -1.00060
56 C -1.97577 5.13604 -0.56011
57 C -2.13320 3.84745 0.18470
58 N -2.00844 2.70134 -0.37078
59 N -2.18703 1.63477 0.47227
60 C -2.49723 2.00063 1.68599
61 N -2.82672 1.19121 2.70629
62 S -2.53551 3.74471 1.87761
63 H -3.17461 6.65525 -1.55703
64 H -3.95564 5.93805 -0.14084
65 H -3.84263 5.01630 -1.64061
66 H -1.42891 5.85347 0.05799
67 H -1.35419 4.91614 -1.42859
68 H -2.68864 0.19004 2.54430
69 H -2.57616 1.48994 3.63071
70 Br -2.23125 0.03441 -2.59234

As for the spin multiplicity: 1. The net charge is -2. The LUMO energy comes out at 3.84 eV. For the energy above the lowest of the compared OMol25 structures with the same formula, charge and spin, the calculation gives 52.41 kJ/mol. The value obtained for the energy is -5524.79473 a.u.



No. 2
Formula: C23H18NO3PReS5SbSe
Source: the Open Molecules 2025 dataset
Level of theory: ωB97M-V/def2-TZVPD

Element x y z (Å)
1 Re -1.46753 0.28068 0.30359
2 O -0.14492 1.42555 1.61850
3 S -0.24322 0.52644 2.85133
4 O -0.67321 1.08851 4.06629
5 O -1.17173 -0.53329 2.24174
6 C 1.28901 -0.26464 2.91487
7 C 1.94539 -0.45378 4.11065
8 C 3.15968 -1.14199 4.09661
9 C 3.66565 -1.62586 2.90850
10 C 2.97491 -1.43407 1.70811
11 C 1.78053 -0.73500 1.69599
12 P 0.98984 -0.49196 0.07345
13 C 1.15106 -2.07930 -0.72157
14 C 0.41616 -3.15502 -0.21191
15 C 0.64637 -4.43429 -0.68074
16 C 1.60531 -4.64769 -1.66570
17 C 2.35033 -3.58532 -2.16020
18 C 2.13965 -2.30261 -1.67870
19 C 1.91580 0.77034 -0.78369
20 C 1.82687 0.89734 -2.17405
21 C 2.53299 1.89696 -2.81414
22 C 3.32076 2.77531 -2.07533
23 C 3.40948 2.65298 -0.69865
24 C 2.70608 1.64971 -0.04601
25 H 1.52317 -0.07902 5.03202
26 H 3.69780 -1.29905 5.02102
27 H 4.60245 -2.16359 2.89974
28 H 3.38990 -1.83515 0.79307
29 H -0.32476 -3.00545 0.56457
30 H 0.07792 -5.26337 -0.28476
31 H 1.78169 -5.64731 -2.03762
32 H 3.10756 -3.75599 -2.91247
33 H 2.74822 -1.48801 -2.05442
34 H 1.23699 0.20140 -2.76042
35 H 2.47969 1.99010 -3.88961
36 H 3.87113 3.55551 -2.58274
37 H 4.02558 3.33327 -0.12899
38 H 2.77946 1.55984 1.02875
39 S -1.26571 -2.58861 -3.28173
40 Sb -2.79892 -1.22322 -2.65038
41 S -1.32203 0.94334 -1.73031
42 S -2.74660 -1.41145 0.01062
43 S -4.67292 -0.32124 -3.16172
44 Se -2.65587 2.20882 1.19578
45 C -4.32687 2.51321 0.34851
46 C -5.15714 3.37789 1.05416
47 C -6.36191 3.73595 0.46529
48 N -6.76746 3.31280 -0.72418
49 C -5.95278 2.50082 -1.37588
50 C -4.72868 2.05421 -0.89282
51 H -4.88777 3.77135 2.02453
52 H -7.03977 4.40159 0.98732
53 H -6.30017 2.17025 -2.34940
54 H -4.13745 1.37213 -1.48682

As for the spin multiplicity: 1. The net charge is +2. The LUMO energy (alpha / beta) comes out at -9.55 / -9.55 eV. For the energy above the lowest of the compared OMol25 structures with the same formula, charge and spin, the calculation gives 33.08 kJ/mol. The value obtained for the energy is -6219.39277 a.u.



No. 3
Formula: C21H47N6O8P2S2
Source: the Open Molecules 2025 dataset
Level of theory: ωB97M-V/def2-TZVPD

Element x y z (Å)
1 C 0.16836 -3.25324 2.63243
2 C -0.14384 -2.90145 1.17426
3 O -0.62979 -3.73688 0.45856
4 O 0.14774 -1.67540 0.69603
5 C -0.08633 -0.62343 1.65841
6 C -0.61094 0.65054 1.00767
7 O -0.48427 1.60525 2.04710
8 P -1.60675 2.90187 1.89183
9 N -2.48072 2.56407 3.55158
10 C -1.71992 2.23806 4.41283
11 S -0.89543 1.78368 5.72732
12 P -0.74196 3.60719 -0.08344
13 S -1.56211 5.33270 -0.61440
14 O -2.72127 1.85823 1.07344
15 C -2.11110 0.67708 0.62621
16 C -2.95846 -0.55883 0.98414
17 C -3.32528 -0.67101 2.48108
18 C -4.83428 -0.84169 2.79909
19 N -5.63394 -1.57129 1.80816
20 H -0.79490 -3.16419 3.14822
21 H 0.49734 -4.28742 2.66296
22 H 0.87387 -2.54271 3.06437
23 H -0.78629 -0.90112 2.45242
24 H 0.86661 -0.41440 2.16134
25 H 0.05229 0.88216 0.16037
26 H -2.49600 4.00409 1.75047
27 H -0.63831 3.68639 2.61582
28 H 0.65606 3.73424 0.11122
29 H -1.00569 2.67135 -1.11246
30 H -2.14323 0.68710 -0.48013
31 H -2.41453 -1.47131 0.70452
32 H -3.83024 -0.54242 0.32492
33 H -2.78678 -1.52864 2.90457
34 H -2.97888 0.19745 3.05036
35 H -5.29651 0.12953 2.98717
36 H -4.91230 -1.40081 3.74183
37 H -5.11375 -2.32449 1.38272
38 H -5.94451 -0.92178 1.10161
39 C 1.34737 2.08770 -3.87631
40 C 0.80007 3.46601 -3.59755
41 O 0.85968 3.98529 -2.49711
42 N 0.21891 4.13349 -4.63090
43 C 0.05410 3.69549 -6.00134
44 H 1.77367 1.68793 -2.95984
45 H 0.54910 1.42037 -4.20737
46 H 2.12905 2.13750 -4.63504
47 H -0.13093 5.04264 -4.36980
48 H 0.55701 4.39704 -6.67066
49 H -1.00955 3.67736 -6.25118
50 H 0.47147 2.70562 -6.15195
51 C 5.90513 3.25327 -5.27112
52 C 5.00397 2.22192 -5.90385
53 O 3.80600 2.40783 -6.04098
54 N 5.57154 1.05922 -6.32324
55 C 6.96339 0.65851 -6.24574
56 H 5.30660 4.11498 -4.99180
57 H 6.37557 2.85028 -4.37334
58 H 6.67290 3.57449 -5.97646
59 H 4.91208 0.41767 -6.73390
60 H 7.34070 0.46064 -7.25087
61 H 7.04514 -0.25719 -5.65731
62 H 7.57109 1.42985 -5.78556
63 C -4.62086 -5.56536 2.81640
64 C -4.36495 -4.52685 3.88152
65 O -3.28225 -3.98236 4.00576
66 N -5.39462 -4.20422 4.71012
67 C -6.74440 -4.73228 4.71532
68 H -3.70996 -5.70609 2.24183
69 H -4.89989 -6.51794 3.26987
70 H -5.41130 -5.23313 2.14181
71 H -5.15313 -3.50305 5.39252
72 H -7.45268 -3.91680 4.55756
73 H -6.95143 -5.19130 5.68461
74 H -6.88090 -5.47420 3.93604
75 C 4.60472 -2.03250 1.08679
76 C 3.88334 -0.87789 1.73924
77 O 3.03163 -1.04492 2.59502
78 N 4.20801 0.37973 1.33949
79 C 5.17942 0.78570 0.34379
80 H 4.23232 -2.96022 1.51077
81 H 4.41768 -2.04070 0.01216
82 H 5.67784 -1.96821 1.27401
83 H 3.68352 1.09847 1.81565
84 H 5.92871 1.42948 0.80917
85 H 4.67619 1.35095 -0.44315
86 H 5.67496 -0.07270 -0.09765

As for the spin multiplicity: 1. The net charge is -1. The LUMO energy comes out at 1.67 eV. The value obtained for the energy is -3238.01736 a.u.



No. 4
Formula: C10H16N3O2
Source: the Open Molecules 2025 dataset
Level of theory: ωB97M-V/def2-TZVPD

Element x y z (Å)
1 C -2.63676 0.20857 0.77441
2 C -2.53635 1.48152 -0.03726
3 C -0.33187 0.50220 0.10370
4 C 1.60563 -0.82899 0.37703
5 C 1.71742 1.13185 -1.06527
6 C 2.93100 -0.17672 1.11071
7 C 2.85044 1.77900 -0.22851
8 C -1.23741 -0.49237 0.76319
9 C -1.58088 -1.45402 -1.50321
10 C -1.49169 -1.78034 0.06007
11 N -3.70555 -0.12312 1.29819
12 N 0.88490 0.24576 -0.22860
13 N -1.12127 1.53602 -0.31561
14 O -3.34740 2.28267 -0.32943
15 O 3.60532 0.75215 0.37306
16 H 1.87454 -1.71030 -0.33409
17 H 0.91691 -1.23444 1.07478
18 H 1.13715 1.92524 -1.47537
19 H 2.18112 0.47583 -1.79271
20 H 2.57007 0.37298 2.03972
21 H 3.42106 -0.93935 1.74227
22 H 3.49797 2.29473 -0.95882
23 H 2.31213 2.34093 0.62134
24 H -1.07907 -0.68496 1.83414
25 H -2.44732 -0.75762 -1.66616
26 H -1.69464 -2.31813 -2.06945
27 H -0.61554 -1.15369 -1.80047
28 H -0.78033 -2.64160 0.33582
29 H -2.58129 -2.26139 0.29931
30 H -3.72810 -0.98072 1.89722
31 H -0.59017 2.20833 -0.89997

As for the spin multiplicity: 1. The net charge is +1. The LUMO energy comes out at -4.07 eV. For the energy above the lowest of the compared OMol25 structures with the same formula, charge and spin, the calculation gives 39.21 kJ/mol. The value obtained for the energy is -705.07055 a.u. As for the SMILES: [H]/N=C1/C(=O)[NH+]=C(N2CCOCC2)[C@@H]1CC.